No. 1
# C52H87BrNO16

7 unconnected molecules or ions with the total composition C52H87BrNO16 in a non-equilibrium geometry (ωB97M-V/def2-TZVPD, OMol25).

For the LUMO energy, the calculation gives 0.01151 Ha. The charge is -1. For the total energy, the calculation gives -5865.0012 Eh.

```
157
Properties=species:S:1:pos:R:3:forces:R:3
Br 0.377868 -1.369459 6.196096 0.605 0.717 -1.177
O 3.850244 4.307308 -0.162205 1.365 0.327 0.315
O -5.130741 -0.241334 -4.486817 -0.137 0.069 0.102
O -1.522154 -1.805477 3.449739 4.971 0.509 -6.281
O -11.167879 2.077247 1.691276 0.034 -0.216 -0.125
O 5.115203 1.196014 3.811285 -3.073 -0.649 0.789
O 8.293052 4.484782 0.728364 -0.199 -0.094 0.168
O -6.288042 -1.446077 2.648546 -1.132 7.726 -4.083
O -2.007115 2.606774 -4.431516 -0.185 0.401 -0.187
O -1.162235 -4.834885 -3.518389 -0.312 6.393 3.254
O -3.439435 -7.378941 -0.694293 -0.258 0.095 0.085
O -0.206908 -2.604062 -3.906553 -4.704 -4.043 4.887
O 9.392741 6.463806 -0.974466 0.320 0.102 0.388
O 4.252251 -4.259640 -0.417342 1.334 2.190 1.341
O -5.783542 0.400013 1.026505 -2.040 -1.838 1.435
O 1.227944 -4.126943 -0.888061 -2.746 6.864 4.998
O 4.756818 3.164458 2.542876 -0.967 -2.511 0.781
N -4.656406 -4.312577 -3.312893 -1.131 0.976 1.400
C 4.965863 3.347878 0.012897 0.642 0.405 1.116
C -1.040097 2.286566 -2.254114 -0.203 -0.111 0.292
C 8.596757 6.677816 -2.137271 -0.105 0.598 -0.069
C 4.391055 0.013422 4.379372 0.824 -1.217 -0.357
C 10.471263 3.471634 0.817466 0.147 -0.228 -0.226
C -1.646337 -2.042430 0.915621 -0.832 -0.470 -2.759
C 5.769110 -1.297640 1.858588 7.393 -1.295 2.726
C -0.856492 -2.717824 -0.375509 -3.298 1.625 0.790
C 0.951743 -0.036134 4.762458 1.364 1.240 -1.037
C 4.123209 -2.780657 -0.480145 -1.704 -0.192 -0.986
C 7.359541 7.477186 -1.760702 -0.325 -0.145 0.095
C 1.634649 -2.277177 0.985466 1.336 1.470 1.870
C -4.152524 -2.855324 -3.279665 0.378 0.019 0.125
C 0.868518 -1.576659 2.297043 2.400 -0.205 -0.878
C 0.722291 -3.099450 -0.149852 0.933 -4.373 -3.495
C -5.792616 -1.598944 -0.654662 0.107 -0.424 1.541
C 4.213171 2.350678 3.680573 1.493 1.302 -0.659
C -1.730901 -2.937439 -1.744974 -1.151 0.615 1.887
C -3.271205 -1.662351 0.808339 1.052 -1.259 -2.097
C -3.354457 -2.557550 -1.856015 1.251 0.815 2.718
C -2.579855 -8.511080 -0.798660 0.421 0.447 -0.391
C 3.278945 -2.171504 0.790738 -0.918 1.751 3.341
C 5.196131 -4.677384 0.630808 0.631 -1.189 0.311
C -1.384246 1.208589 5.560664 1.298 0.898 -0.563
C 1.703930 -0.751056 3.488029 1.838 -1.928 -2.961
C 9.260070 4.164575 2.905765 -0.220 -0.104 0.322
C -0.246014 1.015252 4.350310 -0.148 0.940 0.472
C 5.470255 -5.435718 3.243399 -0.474 0.140 0.220
C -1.241401 -8.188467 -0.153872 0.148 0.003 0.299
C -1.041012 -3.553289 -3.098617 3.702 -0.952 -5.359
C -4.681520 1.821926 -5.635804 -0.116 0.147 0.098
C 4.644061 2.376361 1.306030 -0.386 0.108 -1.621
C -6.560040 -0.244019 2.097437 0.268 -4.766 2.865
C 4.103752 -1.392523 1.974242 -1.724 -0.119 -0.044
C -6.204729 -0.048815 -0.311605 -0.860 -1.116 -1.711
C -5.566369 0.587839 -5.561158 0.588 0.095 -0.338
C -0.779521 -1.786444 2.323169 -4.015 -0.492 3.243
C -2.413985 -8.884339 -2.263128 -0.128 -0.171 -0.248
C -10.825368 3.249915 3.761607 0.319 0.000 0.187
C 3.365713 -0.698032 3.305235 -1.726 -1.159 -2.071
C -12.212336 4.231188 1.911858 -0.027 0.248 -0.290
C 4.416589 -5.173229 1.985439 0.390 -0.721 0.728
C 0.171096 1.593626 -4.342414 0.114 -0.300 -0.189
C -11.004217 3.375165 2.257076 -0.560 -0.106 0.368
C 9.118211 3.612542 1.496360 0.237 0.514 0.011
C -4.182825 -1.923273 -0.548780 4.545 -0.953 -0.557
C 7.157688 -1.402860 2.106693 -9.372 0.503 -1.347
C -6.167453 -4.370527 -3.242358 -1.051 -1.138 0.456
C -1.181956 1.734534 -3.663520 0.588 0.297 0.182
C -5.523483 -0.204196 -6.858127 -0.257 -0.224 -0.146
C 9.424442 7.399850 -3.188410 0.220 -0.158 -0.247
C -7.864008 0.566360 2.756793 0.507 -0.273 -0.511
H 8.310594 -1.528929 2.333338 -3.173 0.472 -0.845
H -2.022642 2.394219 -1.782239 0.105 -0.117 -0.055
H -5.056287 -2.103364 -3.462033 2.034 -1.703 0.801
H -9.959535 2.621104 3.995232 -0.075 0.138 -0.069
H -6.286919 -1.891534 -1.674463 1.369 0.652 1.816
H -1.770261 -9.762230 -2.376202 -0.031 0.067 -0.018
H 8.727079 5.353313 0.691835 -0.103 -0.362 -0.322
H 7.635089 8.449171 -1.336505 0.073 -0.011 -0.150
H 3.923788 0.244150 5.426670 0.525 -0.297 -2.130
H 3.455965 -2.567808 -1.446655 1.353 -0.634 2.193
H -1.377485 -7.909656 0.896555 -0.027 -0.107 -0.115
H 10.968947 4.443888 0.729959 -0.069 -0.054 0.115
H -6.572217 -4.187200 -2.134494 0.604 -0.097 -2.307
H 9.876805 3.507497 3.526853 -0.038 0.095 -0.021
H -12.335879 4.302392 0.825904 0.093 0.022 0.156
H -4.712647 2.375493 -4.691227 0.020 -0.099 -0.179
H 10.352710 3.084928 -0.200391 -0.017 0.011 0.171
H -6.155193 -1.096005 -6.785540 0.027 0.143 -0.007
H -1.978201 -8.055353 -2.831897 0.067 -0.040 0.156
H -0.562477 -9.045465 -0.203661 -0.016 0.083 -0.003
H 5.152287 -2.260868 -0.685633 -1.862 -0.897 1.021
H 4.091847 5.212961 0.191679 -0.118 -1.948 -0.508
H 3.529884 1.992030 1.248008 2.124 0.633 -0.160
H -11.696902 2.770617 4.221402 -0.030 0.133 -0.092
H -6.598130 0.887049 -5.346457 0.102 -0.181 0.166
H -3.841697 -1.202145 1.741623 1.597 -1.197 -2.149
H 11.124331 2.793748 1.375884 -0.026 0.062 -0.051
H 5.251810 -0.789382 4.580161 -1.890 1.831 -0.553
H 5.767034 -5.633252 0.199877 -1.293 2.003 0.844
H 0.278259 2.085189 4.272619 -0.938 -2.354 0.066
H -0.754364 1.318703 6.559985 -1.608 -0.479 -1.951
H 8.298344 5.693961 -2.515599 0.161 0.056 0.271
H 6.718011 7.645086 -2.631396 0.055 0.011 0.123
H -2.172257 0.344103 5.589948 1.652 1.786 0.003
H 3.587945 -4.446082 2.378978 1.674 -1.163 -1.094
H 8.620517 2.637232 1.531347 -0.096 0.196 -0.080
H -12.109621 5.241610 2.319726 -0.060 -0.097 -0.037
H -10.681048 4.230888 4.224995 -0.031 -0.117 -0.002
H -4.506929 -0.553809 -7.070493 -0.037 0.164 0.039
H 4.372178 3.017050 4.639907 -0.629 -1.201 -1.971
H 0.824164 0.915739 -3.783996 -0.103 0.044 -0.125
H 3.889996 -6.222476 1.783247 1.043 2.392 0.205
H 9.662287 7.332033 -0.631558 -0.110 -0.287 -0.267
H -1.851037 2.280519 5.366507 0.604 -2.411 0.370
H 0.052543 1.206920 -5.360271 -0.011 -0.065 0.210
H 8.844879 7.565449 -4.101946 0.082 0.013 0.102
H -0.729728 0.823479 3.302337 0.932 0.004 2.179
H -7.472393 1.381853 3.505110 -0.636 -1.636 -1.495
H -4.330104 -4.800945 -2.429503 -0.251 0.854 -1.599
H -3.058429 -9.336473 -0.260285 -0.136 0.225 0.005
H -6.708946 -3.664753 -4.007489 1.291 -1.169 1.526
H 1.783250 0.626411 5.305732 -1.863 -1.716 -1.150
H -3.022598 -6.641063 -1.169521 0.003 -0.282 0.116
H 10.317942 6.818748 -3.440659 -0.177 0.021 0.006
H -3.635121 1.544218 -5.804776 -0.215 0.031 -0.025
H 9.714797 5.161447 2.892371 0.105 -0.103 -0.093
H 9.773271 8.369128 -2.814875 -0.163 -0.011 0.004
H -1.679650 0.759223 -3.628533 -0.023 0.177 -0.110
H 5.980457 -6.498337 3.168417 -0.845 2.304 0.030
H -3.461194 -2.748314 -4.231720 -0.896 -0.067 2.265
H -5.754404 0.628283 -1.176241 -0.763 -1.094 2.366
H 3.096209 2.086534 3.452862 2.030 0.152 0.498
H 6.780001 6.951202 -0.994475 0.070 -0.014 -0.172
H 0.668780 2.565880 -4.429921 -0.053 0.041 0.166
H -0.423362 1.629488 -1.633027 -0.071 0.089 -0.059
H 5.141942 2.722835 -0.973509 -0.744 1.177 2.063
H 5.963106 3.953763 0.214161 -1.930 -1.425 -0.278
H -0.763982 -7.334766 -0.647811 -0.058 -0.138 -0.099
H -6.320834 -2.282151 0.169381 1.185 1.429 -1.744
H -5.868163 0.401436 -7.702087 0.058 -0.064 0.051
H 6.280834 -4.563732 3.334537 -1.745 -1.989 -0.267
H -4.215444 -0.511824 -4.668821 -0.277 0.135 0.071
H -11.965489 1.679716 2.078378 0.358 0.198 -0.154
H -7.394092 0.007035 -0.370851 2.461 -0.034 0.046
H 8.277525 4.272228 3.377641 0.116 -0.120 -0.095
H -6.525080 -5.475153 -3.514398 0.853 2.309 0.535
H -3.386585 -9.101969 -2.717348 0.098 -0.033 0.117
H -8.483089 1.101806 1.915798 1.202 -1.086 1.638
H -8.532891 -0.231794 3.340058 1.705 1.825 -1.436
H -10.103361 3.814217 1.814532 -0.100 -0.247 -0.058
H -1.573088 3.475304 -4.468045 -0.107 -0.434 0.062
H -5.000952 2.488362 -6.443075 0.030 -0.040 0.028
H -13.133058 3.786717 2.305990 0.122 0.025 0.114
H -0.585370 3.283438 -2.267509 0.115 -0.086 -0.084
H 5.371166 1.463001 1.228047 -1.234 1.676 0.574
H 4.830866 -5.443710 4.241904 1.407 0.040 -2.041
H 6.056949 -3.879828 0.835373 -2.108 -1.421 -0.269
```
Positions in Å, forces in eV/Å.

---

No. 2
# C34H55BeBr2FLiN3O6PS

A molecular structure, C34H55BeBr2FLiN3O6PS in a non-equilibrium geometry (ωB97M-V/def2-TZVPD, OMol25).

For the LUMO energy, the calculation gives -0.26167 Ha. The charge is +1. For the total energy, the calculation gives -7953.0789 Eh.

```
105
Properties=species:S:1:pos:R:3:forces:R:3
Br 3.434598 -2.487500 1.063829 -0.758 -1.226 -0.292
Br 0.777262 4.809566 4.597214 -0.176 1.594 3.560
S -0.922144 2.648916 4.134539 0.236 0.098 0.241
P -0.104865 3.475621 2.522408 0.690 -1.680 -3.143
F -7.107646 5.808660 -5.406886 0.233 -0.182 0.237
O 4.543796 -4.895327 3.535144 0.218 0.667 0.230
O -0.825246 -6.001619 1.663639 0.472 -0.046 -0.303
O 5.250418 -2.848946 4.206677 -0.176 -0.468 -0.115
O 1.391273 -0.941689 -3.250794 -0.828 -0.709 4.249
O -3.154946 0.243186 5.722355 -0.092 0.094 -0.259
O -2.204172 -1.768108 0.329634 3.103 0.385 -0.379
N 2.368264 -6.342458 -2.884846 -0.212 -0.642 0.014
N -3.784779 4.980022 -0.901190 0.122 0.498 0.890
N 2.767131 1.525168 -2.062173 -0.935 1.528 1.324
C 4.070604 2.065131 -1.547689 1.622 -1.061 -0.473
C -3.794264 6.430817 -0.459033 0.019 -0.478 -0.214
C -4.544643 4.090571 -3.264956 0.069 -0.144 -0.286
C 3.861822 -2.563481 6.067104 -0.421 0.212 0.505
C -4.060120 4.084370 0.315181 0.006 0.126 -0.319
C -0.967871 -1.627791 0.046283 -0.029 0.269 -0.210
C -0.525334 0.873899 1.161457 2.375 0.268 -2.440
C -2.192880 3.117723 -0.817562 0.487 -0.135 -0.279
C 5.534011 1.046076 0.397400 -0.403 -0.963 -0.249
C 3.837242 -4.024807 5.672622 -0.339 0.400 0.185
C -2.846121 -4.838133 2.237217 -0.211 0.024 -0.035
C 2.823701 -7.568088 -3.184344 -0.787 0.631 -0.503
C -4.361461 6.205159 -4.722803 0.179 0.146 -0.135
C -3.775714 4.859339 -4.342656 0.362 0.191 -0.163
C 0.997834 -6.458218 -4.859774 0.207 -0.254 -0.020
C 4.578754 0.271159 1.464794 1.188 1.417 -0.080
C 4.550850 -4.006072 4.347822 0.142 -0.821 -0.618
C 0.279399 2.204786 1.165008 0.301 -3.397 -2.791
C 0.896961 0.046086 -0.976522 -0.455 1.459 1.738
C 2.421701 -8.295043 -4.291157 0.203 -0.277 0.096
C 0.978247 -2.623639 -1.424663 -2.255 0.626 2.355
C 1.466958 -5.812121 -3.726792 0.304 0.174 0.522
C -3.469286 2.750651 -0.085119 -0.294 -0.209 -0.014
C -0.034697 -2.845069 -0.435582 1.557 1.252 -1.775
C -4.892511 4.805664 -1.964009 -0.317 -0.265 -0.316
C -2.065511 -6.132640 2.343716 -0.097 0.372 0.193
C 1.487961 -7.724352 -5.144246 -0.109 0.094 -0.119
C 1.388437 2.423941 0.073028 -1.453 -2.181 0.592
C -2.365130 4.563062 -1.276145 -0.015 0.090 0.045
C -0.218147 -0.204072 0.106036 1.571 2.079 -0.389
C 4.990290 0.792226 -1.097531 -0.480 1.029 0.546
C 1.140075 -1.139932 -2.043368 0.398 0.081 -1.418
C 5.123027 -2.067511 5.399477 0.180 0.428 0.170
C 1.743613 1.373178 -1.018007 -3.109 -1.087 2.148
Be -3.844852 -0.831906 1.015430 0.828 -0.247 -0.135
Li 2.779004 -8.066791 -1.076485 -0.609 0.530 0.834
H 1.656196 -3.496930 -1.727307 -1.052 1.708 0.307
H -3.279643 2.106668 0.775768 -0.134 0.080 -0.014
H 5.059125 -1.009269 5.139917 0.138 -0.160 -0.176
H 2.991753 -2.053748 5.641254 0.109 -0.017 0.039
H 6.011528 -2.227403 6.017763 -0.034 -0.004 -0.040
H -1.325669 3.045006 -0.152707 -0.356 0.062 -0.359
H -0.341719 -5.275726 2.081355 -0.039 -0.218 -0.014
H -0.129349 -3.887970 0.016231 -0.339 1.704 -0.615
H -3.022880 -4.583267 1.188846 -0.036 -0.093 0.057
H -1.030042 4.422399 1.978053 0.594 -0.262 0.052
H 5.831002 0.652791 -1.858009 -1.138 0.214 1.106
H 4.000611 -0.591943 0.965577 0.973 1.559 0.721
H -1.675302 5.204042 -0.719262 -0.308 0.109 -0.040
H 3.824494 1.020919 1.900423 0.993 -1.192 -0.415
H -4.783703 6.658514 -0.061084 0.096 0.034 -0.129
H -1.329627 0.687700 1.945571 1.275 0.256 -1.178
H 4.401580 -4.645438 6.372669 -0.078 -0.090 -0.097
H -2.618213 -6.955122 1.885404 0.192 0.036 -0.042
H -2.283768 -4.008632 2.676659 -0.052 -0.060 0.112
H 5.272344 -0.152334 2.276013 -1.408 0.552 -0.976
H -5.313458 5.791818 -2.169948 0.272 -0.051 -0.041
H -3.038776 6.573201 0.315232 -0.090 -0.047 -0.090
H -5.342662 6.077401 -5.196503 -0.538 0.066 0.098
H 3.852550 -2.399614 7.146049 0.058 0.046 -0.100
H 2.826790 -9.281051 -4.482404 -0.012 0.052 -0.002
H 4.319739 -0.137816 -1.121397 1.082 1.286 0.042
H -3.705187 6.712602 -5.436181 0.011 -0.039 0.103
H -4.148013 2.214858 -0.753977 -0.052 0.035 0.127
H 4.639570 2.544987 -2.430285 -1.252 -0.494 1.361
H -5.128999 4.062401 0.530868 0.142 0.161 -0.050
H -5.692796 4.248769 -1.473959 0.173 -0.009 0.090
H -4.115516 0.172570 5.659098 0.120 -0.014 0.081
H -2.004592 2.446721 -1.658557 0.004 0.054 0.072
H 5.524714 2.164017 0.642019 0.257 -1.505 -0.427
H -3.568299 7.050132 -1.328296 -0.093 -0.036 0.114
H -2.902248 0.718034 4.920067 -0.050 -0.099 0.140
H -4.041547 3.139946 -3.058963 0.006 -0.024 0.114
H 0.268313 -5.983246 -5.503141 0.056 0.009 0.068
H -3.743542 4.232039 -5.241148 -0.083 -0.016 0.178
H -4.477401 6.867225 -3.858296 -0.002 0.043 -0.025
H 3.975954 2.832467 -0.707316 0.058 -1.043 -1.078
H 2.817880 -4.394831 5.564517 0.237 -0.282 -0.020
H 1.976273 3.406299 0.123684 -0.925 -1.647 -0.163
H -2.725664 5.011259 -4.076361 0.129 -0.163 0.129
H -5.507241 3.817305 -3.719971 0.022 0.196 0.220
H 2.437240 2.205649 -2.769634 -0.154 -0.790 0.482
H 6.604263 0.649591 0.462086 -1.495 0.616 0.082
H -3.808545 -4.919319 2.747692 0.053 0.082 -0.010
H 1.146186 -8.261206 -6.021825 0.050 0.022 0.084
H 1.116186 -4.820232 -3.464432 -0.031 -0.069 -0.077
H 3.551116 -7.972757 -2.486020 0.908 -0.144 -0.840
H 1.124701 4.099468 2.950870 -0.281 -0.771 -1.944
H -1.872505 -6.388625 3.389871 -0.156 -0.057 0.008
H -3.522068 4.510611 1.168195 -0.066 0.059 -0.152
H -2.172030 4.719408 -2.328451 -0.265 0.069 -0.080
```
Positions in Å, forces in eV/Å.

---

Calculated HOMO-LUMO gap in order - 4.994; 1.210 eV